No. 1
A molecular structure, C21H36CoF6N2O13P2. Source: the Open Molecules 2025 dataset; level of theory: ωB97M-V/def2-TZVPD.

Output
⟨S²⟩: 3.756
charge: -2
LUMO level (spin up / spin down): 4.0 / 4.0 eV
relative energy (zero: lowest compared OMol25 entry of this formula, charge and spin): 0.0 kcal/mol
strongest force on any atom: 0.0084 hartree/bohr
multiplicity: 4

Geometry as XYZ:
```
81
C21H36CoF6N2O13P2, DFT ωB97M-V/def2-TZVPD
Co 1.00 -1.37 1.36
N -1.06 -2.08 1.79
C -1.13 -2.33 3.23
C -0.33 -1.26 3.98
O -0.71 -0.91 5.12
N 0.70 -0.84 3.28
C 1.41 0.35 3.68
C 1.51 1.31 2.50
O 2.03 2.42 2.68
O 1.03 0.90 1.39
H -1.52 -1.20 1.55
H -1.46 -2.83 1.23
H -0.67 -3.31 3.43
H -2.15 -2.34 3.63
H 2.43 0.12 4.00
H 0.91 0.85 4.51
C -1.95 5.15 0.42
C -0.99 4.28 1.22
C 0.45 4.47 0.79
O -1.42 2.91 1.24
P -1.63 1.82 0.12
O -2.18 0.58 0.69
C -0.22 1.82 -1.01
P 0.23 0.20 -1.64
O 0.33 -0.90 -0.66
O 1.50 0.43 -2.55
C 2.91 0.25 -2.19
C 3.22 -1.22 -2.06
C 3.28 1.09 -0.99
O -0.92 0.00 -2.72
C -1.26 -1.28 -3.31
C -0.05 -1.93 -3.96
C -1.92 -2.18 -2.29
O -2.71 2.48 -0.91
C -4.10 2.28 -0.66
C -4.55 0.97 -1.30
C -4.83 3.48 -1.24
H -1.61 6.19 0.49
H -2.96 5.09 0.83
H -1.98 4.86 -0.62
H -1.06 4.55 2.27
H 0.55 4.47 -0.30
H 1.09 3.69 1.22
H 0.80 5.44 1.15
H 0.66 2.21 -0.51
H -0.52 2.43 -1.86
H 3.41 0.65 -3.08
H 2.70 -1.66 -1.21
H 4.29 -1.34 -1.89
H 2.93 -1.76 -2.96
H 2.71 0.79 -0.10
H 3.11 2.15 -1.19
H 4.33 0.93 -0.76
H -1.98 -1.00 -4.08
H 0.62 -2.33 -3.20
H 0.49 -1.22 -4.58
H -0.38 -2.76 -4.58
H -1.19 -2.55 -1.57
H -2.36 -3.04 -2.80
H -2.71 -1.65 -1.76
H -4.27 2.22 0.42
H -4.36 1.00 -2.37
H -5.62 0.82 -1.14
H -4.00 0.14 -0.86
H -4.59 3.58 -2.30
H -4.55 4.40 -0.73
H -5.91 3.34 -1.14
F 4.61 -2.19 3.91
C 4.04 -2.73 2.81
F 2.79 -3.07 3.15
F 4.70 -3.88 2.57
C 4.14 -1.74 1.60
O 5.28 -1.59 1.17
O 3.08 -1.18 1.24
F 2.15 -5.94 0.86
C 1.27 -5.64 -0.11
F 0.06 -6.10 0.31
F 1.60 -6.40 -1.17
C 1.19 -4.11 -0.43
O 1.02 -3.82 -1.62
O 1.26 -3.41 0.60
```

***

No. 2
A molecular structure, C21H36F12K2O21P2 in a non-equilibrium geometry. Source: the Open Molecules 2025 dataset; level of theory: ωB97M-V/def2-TZVPD.

Output
charge: 0
LUMO level: -2.1 eV
strongest force on any atom: 0.1013 hartree/bohr

Geometry as XYZ:
```
94
C21H36F12K2O21P2, DFT ωB97M-V/def2-TZVPD
K 1.02 -6.11 -2.94
K 2.30 -3.65 5.18
P -0.81 -0.22 0.63
F 0.06 0.85 -0.29
F -0.94 -1.34 -0.49
F 0.58 -0.93 1.05
F -1.65 -1.19 1.64
F -0.74 0.85 1.88
F -2.16 0.44 -0.03
P 6.09 -4.99 0.57
F 5.94 -5.92 -0.75
F 7.71 -4.90 0.43
F 5.98 -3.70 -0.34
F 6.13 -4.00 1.89
F 4.45 -4.92 0.73
F 6.13 -6.35 1.49
C -2.98 5.38 -2.53
C -3.67 5.93 -1.30
O -4.90 6.41 -1.84
C -4.75 6.65 -3.11
O -5.52 7.24 -3.85
O -3.57 6.15 -3.54
H -3.00 4.30 -2.61
H -1.91 5.54 -2.42
H -3.13 6.82 -0.99
H -3.73 5.17 -0.51
C -1.98 2.39 7.80
C -2.31 2.76 9.20
O -1.84 1.65 9.94
C -1.33 0.69 9.16
O -0.95 -0.43 9.56
O -1.28 1.14 7.84
H -1.29 3.17 7.47
H -2.88 2.31 7.20
H -3.38 2.94 9.35
H -1.88 3.68 9.57
C -8.41 -0.80 2.28
C -7.88 0.58 2.28
O -8.31 1.01 0.98
C -9.10 0.13 0.44
O -9.53 0.28 -0.69
O -9.23 -0.91 1.20
H -8.99 -0.91 3.19
H -7.79 -1.69 2.29
H -6.82 0.68 2.53
H -8.47 1.21 2.95
C 1.51 -3.61 -10.19
O 0.29 -3.19 -9.65
C 0.20 -2.96 -8.30
O 1.03 -3.33 -7.44
O -0.89 -2.14 -8.14
C -1.10 -1.53 -6.83
H 1.66 -3.43 -11.25
H 1.47 -4.70 -10.08
H 2.43 -3.31 -9.69
H -2.03 -0.96 -6.73
H -0.27 -0.95 -6.41
H -1.16 -2.41 -6.20
C 4.86 0.64 9.43
O 4.31 1.73 8.85
C 4.42 1.81 7.48
O 4.74 0.87 6.70
O 3.94 2.99 7.00
C 3.55 3.00 5.59
H 5.94 0.56 9.25
H 4.41 -0.32 9.17
H 4.87 0.75 10.51
H 3.17 2.05 5.22
H 4.49 3.25 5.09
H 2.93 3.85 5.29
C -5.87 -3.83 -4.14
O -6.30 -3.99 -5.49
C -5.85 -4.99 -6.27
O -4.96 -5.78 -6.04
O -6.63 -4.98 -7.33
C -6.30 -5.78 -8.40
H -6.72 -4.04 -3.48
H -5.71 -2.75 -4.07
H -4.95 -4.26 -3.76
H -6.91 -5.33 -9.18
H -6.48 -6.81 -8.07
H -5.24 -5.66 -8.62
C 7.48 2.82 -0.82
O 8.75 3.49 -1.01
C 9.83 2.92 -0.45
O 9.93 1.80 0.02
O 10.80 3.80 -0.46
C 12.17 3.44 -0.40
H 6.59 3.28 -1.26
H 7.16 2.81 0.22
H 7.51 1.76 -1.06
H 12.35 2.87 0.51
H 12.80 4.33 -0.36
H 12.54 2.83 -1.22
```

***

No. 3
A molecular structure, C21H36MnP2S in a non-equilibrium geometry. Source: the Open Molecules 2025 dataset; level of theory: ωB97M-V/def2-TZVPD.

Output
⟨S²⟩: 8.935
charge: 0
LUMO level (spin up / spin down): -0.3 / -0.2 eV
relative energy (zero: lowest compared OMol25 entry of this formula, charge and spin): 53.0 kcal/mol
strongest force on any atom: 0.1126 hartree/bohr
multiplicity: 6

Geometry as XYZ:
```
61
C21H36MnP2S, DFT ωB97M-V/def2-TZVPD
P 2.46 4.35 -0.64
P 3.74 0.90 -2.41
C 3.89 3.60 -1.62
C 3.51 2.68 -2.80
H 4.59 3.13 -0.91
H 4.41 4.48 -2.03
H 2.48 2.84 -3.17
H 4.16 2.83 -3.68
C 4.96 0.75 -1.09
H 5.13 -0.29 -0.80
H 4.58 1.26 -0.20
H 5.92 1.22 -1.36
C 4.22 -0.01 -3.95
H 4.36 0.62 -4.85
H 3.39 -0.67 -4.21
H 5.17 -0.57 -3.80
C 3.09 5.99 0.09
H 2.22 6.56 0.44
H 3.59 6.61 -0.67
H 3.79 5.89 0.93
C 2.04 5.48 -2.13
H 1.62 4.92 -2.97
H 2.95 5.99 -2.50
H 1.34 6.27 -1.83
Mn 1.93 0.07 -2.10
C 2.22 2.35 1.44
C 2.62 3.69 1.35
C 1.91 4.57 2.46
C 0.35 4.48 2.37
C -0.06 4.94 1.06
C 0.43 4.46 -0.15
C 0.36 2.87 -0.38
C 1.25 1.81 0.47
C 0.10 0.41 -2.66
H 2.91 1.61 1.86
H 3.71 3.80 1.49
H 2.18 5.64 2.37
H 2.23 4.28 3.48
H -0.01 3.44 2.56
H -0.11 5.18 3.10
H -0.92 5.59 1.03
H -0.09 4.99 -0.98
H 0.62 2.65 -1.43
H -0.69 2.55 -0.30
H 0.56 1.08 0.97
H 1.76 1.05 -0.31
H -0.12 -0.49 -3.25
H 0.13 1.35 -3.23
H -0.46 0.47 -1.71
S 2.07 -1.83 -0.97
C 0.48 -2.38 -0.45
C -0.45 -2.96 -1.34
C -1.66 -3.46 -0.83
C -2.00 -3.31 0.53
C -1.06 -2.74 1.39
C 0.18 -2.33 0.92
H -0.21 -3.01 -2.41
H -2.34 -3.98 -1.50
H -2.98 -3.65 0.89
H -1.28 -2.64 2.47
H 0.98 -1.98 1.60
```

***

No. 4
3 unconnected molecules or ions with the total composition C21H36N2O2 in a non-equilibrium geometry. Source: the Open Molecules 2025 dataset; level of theory: ωB97M-V/def2-TZVPD.

Output
charge: 0
LUMO level: -0.2 eV
relative energy (zero: lowest compared OMol25 entry of this formula, charge and spin): 0.0 kcal/mol
strongest force on any atom: 0.0399 hartree/bohr
SMILES string: Cc1c(N)ccc2c1C(=O)NC2=O.CCCCCC.CCCCCC

Geometry as XYZ:
```
61
C21H36N2O2, DFT ωB97M-V/def2-TZVPD
C 3.36 -0.45 0.24
C 1.96 -0.18 0.73
C 1.48 1.07 1.11
N 2.37 2.18 1.06
C 0.18 1.26 1.55
C -0.69 0.21 1.66
C -0.22 -1.02 1.30
C 1.07 -1.23 0.83
C 1.23 -2.68 0.50
O 2.19 -3.28 0.07
N -0.03 -3.32 0.73
C -0.89 -2.36 1.31
O -1.99 -2.61 1.76
H 4.03 -0.64 1.09
H 3.36 -1.36 -0.36
H 3.77 0.37 -0.35
H 3.01 2.01 0.30
H 1.83 2.99 0.75
H -0.12 2.27 1.81
H -1.72 0.31 2.00
H 0.07 -4.17 1.28
C 2.22 -3.52 -6.24
C 3.61 -2.89 -6.17
C 4.36 -3.21 -4.89
C 3.71 -2.69 -3.60
C 3.47 -1.18 -3.56
C 4.76 -0.37 -3.63
H 1.57 -3.15 -5.44
H 1.74 -3.28 -7.19
H 2.28 -4.60 -6.15
H 3.53 -1.81 -6.31
H 4.20 -3.26 -7.02
H 5.38 -2.81 -4.96
H 4.48 -4.30 -4.80
H 4.34 -2.98 -2.75
H 2.75 -3.20 -3.45
H 2.95 -0.94 -2.63
H 2.80 -0.88 -4.37
H 5.42 -0.62 -2.80
H 4.53 0.70 -3.57
H 5.29 -0.53 -4.57
C -6.36 4.73 3.43
C -4.89 4.40 3.68
C -4.37 3.27 2.79
C -5.05 1.92 2.98
C -4.99 1.36 4.41
C -3.57 1.10 4.89
H -7.01 3.88 3.65
H -6.68 5.56 4.07
H -6.53 5.02 2.39
H -4.75 4.15 4.73
H -4.30 5.30 3.49
H -3.29 3.17 2.95
H -4.48 3.57 1.74
H -4.59 1.20 2.30
H -6.10 1.99 2.68
H -5.55 0.43 4.43
H -5.50 2.04 5.10
H -3.07 0.38 4.23
H -3.58 0.67 5.89
H -2.98 2.01 4.92
```